(1)
A molecular structure, C12H16BrCl2CoN at a distorted geometry. Source: the Open Molecules 2025 dataset; level of theory: ωB97M-V/def2-TZVPD.

Summary:
* orbital gap (alpha / beta): 3.5 / 7.5 eV
* ΔE to the lowest compared entry with this formula, charge and spin: 0.0 kJ/mol
* M: 384.01 g mol⁻¹
* E_tot: -5398.738719 Ha
* multiplicity: 5
* charge: -1
* highest occupied orbital energy (alpha / beta): -0.70 / -4.80 eV

CARTESIAN COORDINATES (ANGSTROEM)
Co 1.632 -0.077 -0.019
Cl 0.733 -2.011 -0.477
Cl 3.477 -0.382 2.493
C 3.331 -0.684 0.776
H 4.056 -0.044 0.236
H 3.463 -1.766 0.601
C -0.433 1.404 -1.083
C 0.675 0.945 -1.665
H -0.334 2.232 -0.371
C 0.647 0.075 -2.949
H 1.572 1.604 -1.626
C -0.733 0.007 -3.626
H 1.415 0.465 -3.636
H 0.928 -0.958 -2.681
C -1.838 -0.113 -2.562
H -0.905 0.891 -4.261
H -0.743 -0.873 -4.291
C -1.795 1.038 -1.526
H -2.813 -0.098 -3.068
H -1.725 -1.078 -2.050
H -2.246 1.937 -1.994
H -2.468 0.792 -0.684
Br 0.130 -2.789 4.883
C -0.230 -1.286 3.763
C -1.148 -0.305 4.134
C -1.367 0.746 3.243
C -0.621 0.805 2.059
N 0.335 -0.079 1.756
C 0.462 -1.168 2.551
H -1.670 -0.384 5.087
H -2.092 1.526 3.438
H -0.826 1.582 1.332
H 1.130 -1.954 2.219

(2)
5 unconnected molecules or ions with the total composition C12H16BrO12 at a distorted geometry. Source: the Open Molecules 2025 dataset; level of theory: ωB97M-V/def2-TZVPD.

Summary:
* orbital gap: 8.2 eV
* ΔE to the lowest compared entry with this formula, charge and spin: 74.1 kJ/mol
* M: 432.15 g mol⁻¹
* E_tot: -3943.905225 Ha
* charge: -1
* highest occupied orbital energy: -5.71 eV

CARTESIAN COORDINATES (ANGSTROEM)
Br -0.602 -0.854 0.636
C -1.278 -4.444 0.597
C -1.173 -5.352 -0.602
O -1.736 -6.592 -0.163
C -2.305 -6.412 1.020
O -2.854 -7.243 1.677
O -2.223 -5.114 1.435
H -1.765 -3.519 0.285
H -0.323 -4.106 1.001
H -0.148 -5.436 -0.959
H -1.728 -4.897 -1.424
C -0.623 3.967 1.220
C -0.499 2.895 0.140
O 0.764 3.216 -0.505
C 1.362 4.202 0.201
O 2.521 4.488 0.130
O 0.408 4.884 0.837
H -0.400 3.697 2.253
H -1.560 4.520 1.166
H -1.220 2.904 -0.680
H -0.472 1.848 0.445
C -2.187 0.308 -2.531
C -1.401 -0.779 -3.241
O -0.690 -0.002 -4.230
C -0.815 1.306 -4.012
O -0.222 2.173 -4.575
O -1.694 1.559 -3.001
H -1.935 0.231 -1.473
H -3.261 0.134 -2.618
H -2.020 -1.473 -3.808
H -0.663 -1.263 -2.602
C 2.387 0.777 2.337
C 3.480 1.345 1.464
O 4.141 2.286 2.351
C 3.323 2.521 3.425
O 3.523 3.420 4.172
O 2.306 1.663 3.459
H 2.660 -0.188 2.759
H 1.513 0.728 1.690
H 3.142 1.923 0.602
H 4.268 0.677 1.121

(3)
A molecular structure, C12H16F2N3O5Os. Source: the Open Molecules 2025 dataset; level of theory: ωB97M-V/def2-TZVPD.

Summary:
* orbital gap: 8.0 eV
* ΔE to the lowest compared entry with this formula, charge and spin: 88.6 kJ/mol
* M: 510.50 g mol⁻¹
* E_tot: -1297.474759 Ha
* charge: +1
* highest occupied orbital energy: -13.41 eV

CARTESIAN COORDINATES (ANGSTROEM)
Os 0.785 -1.369 -1.610
O -0.099 4.675 -2.389
C 0.029 3.361 -2.220
C -1.025 2.458 -2.424
C -0.763 1.126 -2.202
N 0.429 0.728 -1.800
C 1.459 1.548 -1.673
C 1.308 2.900 -1.861
C 2.721 0.761 -1.425
O 3.758 1.209 -1.061
O 2.531 -0.563 -1.726
C -1.634 -0.065 -2.485
O -2.794 -0.062 -2.713
O -0.862 -1.214 -2.531
H -0.990 4.924 -2.668
H -1.999 2.781 -2.772
H 2.136 3.589 -1.768
F 0.064 -3.871 -0.855
C 1.249 -3.372 -1.398
F 2.205 -3.514 -0.418
H 1.523 -4.015 -2.235
C 0.449 -0.675 3.253
C -0.746 -0.522 2.311
C -1.639 -1.759 2.349
C -1.554 0.721 2.662
N -0.317 -0.291 0.900
N 0.573 -1.314 0.419
H 0.108 -0.761 4.284
H 1.109 0.195 3.196
H 1.030 -1.577 3.044
H -2.087 -1.849 3.338
H -1.090 -2.690 2.180
H -2.443 -1.682 1.617
H -1.926 0.644 3.682
H -2.404 0.833 1.989
H -0.937 1.622 2.603
H 0.193 0.585 0.834
H 0.157 -2.208 0.697
H 1.494 -1.287 0.874

(4)
A molecular structure, C12H16F5N8OPdSTe at a distorted geometry. Source: the Open Molecules 2025 dataset; level of theory: ωB97M-V/def2-TZVPD.

Summary:
* orbital gap: 7.2 eV
* M: 649.39 g mol⁻¹
* E_tot: -2273.654736 Ha
* charge: -1
* highest occupied orbital energy: -4.86 eV

CARTESIAN COORDINATES (ANGSTROEM)
Pd -0.521 -0.176 -0.778
N 1.891 0.325 -0.686
N 2.350 1.647 -0.561
C 1.682 2.492 0.300
N 2.284 3.735 0.319
S 0.380 2.083 1.192
H 1.953 -0.183 0.195
H 2.444 -0.140 -1.393
H 3.355 1.757 -0.525
H 2.641 4.048 -0.573
H 1.740 4.426 0.810
F -0.904 1.335 -1.940
Te -3.556 -1.062 -1.018
F -4.965 -2.276 -1.850
F -4.987 -0.183 -0.019
F -3.683 -2.398 0.323
F -2.068 -2.372 -1.667
O -2.178 -0.239 0.189
C 0.860 -2.729 -2.450
C 0.531 -3.025 -1.034
N 0.466 -2.157 -0.042
C 0.005 -2.854 1.053
C -0.168 -4.154 0.732
N 0.189 -4.264 -0.600
C 0.170 -5.506 -1.337
N -0.682 -5.485 -2.487
N -0.164 -5.790 -3.702
N -1.110 -5.855 -4.559
C -2.303 -5.599 -3.914
C -3.616 -5.548 -4.406
C -4.604 -5.260 -3.501
C -4.316 -5.011 -2.135
C -3.039 -5.051 -1.641
C -2.039 -5.361 -2.571
H 1.296 -1.736 -2.527
H -0.064 -2.732 -3.034
H 1.550 -3.461 -2.872
H -0.177 -2.363 1.992
H -0.502 -5.006 1.298
H -0.164 -6.271 -0.635
H 1.162 -5.776 -1.699
H -3.823 -5.710 -5.455
H -5.630 -5.173 -3.833
H -5.119 -4.712 -1.480
H -2.826 -4.762 -0.622

(5)
4 unconnected molecules or ions with the total composition C12H16F7N2O12S3 at a distorted geometry. Source: the Open Molecules 2025 dataset; level of theory: ωB97M-V/def2-TZVPD.

Summary:
* orbital gap: 10.8 eV
* M: 609.45 g mol⁻¹
* E_tot: -3372.610529 Ha
* charge: +1
* highest occupied orbital energy: -13.56 eV

CARTESIAN COORDINATES (ANGSTROEM)
F -5.244 -0.526 -0.167
C -4.405 0.354 -0.662
F -4.110 1.265 0.264
F -4.957 0.975 -1.685
C -3.136 -0.390 -1.180
F -3.560 -1.521 -1.741
F -2.505 0.296 -2.126
C -2.121 -0.815 -0.083
F -2.697 -1.704 0.696
F -1.116 -1.430 -0.722
N -1.550 0.257 0.690
C -1.032 1.441 0.208
C -0.642 2.109 1.284
N -0.934 1.346 2.372
C -1.487 0.207 2.015
H -0.980 1.710 -0.824
H -0.180 3.077 1.249
H -0.749 1.648 3.316
H -1.820 -0.587 2.687
C -0.479 -4.991 3.333
C -0.710 -4.823 4.820
O -0.152 -3.527 5.118
S -0.340 -2.567 3.872
O -1.502 -1.754 4.076
O 0.898 -1.969 3.545
O -0.707 -3.674 2.788
H 0.551 -5.278 3.114
H -1.160 -5.706 2.883
H -0.219 -5.587 5.413
H -1.774 -4.800 5.061
C 2.578 -1.937 -2.411
C 1.692 -0.876 -1.796
O 2.593 -0.022 -1.084
S 3.999 0.040 -1.859
O 4.019 1.206 -2.666
O 5.028 -0.252 -0.937
O 3.756 -1.226 -2.813
H 2.863 -2.695 -1.678
H 2.120 -2.419 -3.271
H 0.951 -1.283 -1.115
H 1.193 -0.281 -2.566
C 2.083 3.480 -3.218
C 2.206 4.987 -3.139
O 1.066 5.396 -2.353
S 0.737 4.276 -1.278
O 1.313 4.623 -0.029
O -0.640 3.932 -1.377
O 1.604 3.096 -1.915
H 1.342 3.177 -3.959
H 3.029 2.989 -3.427
H 2.178 5.463 -4.114
H 3.111 5.290 -2.610

(6)
A molecular structure, C12H16F9NiO7 at a distorted geometry. Source: the Open Molecules 2025 dataset; level of theory: ωB97M-V/def2-TZVPD.

Summary:
* orbital gap (alpha / beta): 7.3 / 6.3 eV
* ΔE to the lowest compared entry with this formula, charge and spin: 17.1 kJ/mol
* M: 501.93 g mol⁻¹
* E_tot: -3400.319980 Ha
* multiplicity: 3
* charge: +1
* highest occupied orbital energy (alpha / beta): -13.57 / -13.57 eV

CARTESIAN COORDINATES (ANGSTROEM)
Ni 0.308 -2.695 1.659
O 0.575 -1.490 0.236
H 0.810 -0.569 0.064
C -2.101 -0.799 -1.315
C -2.522 -0.163 0.012
O -3.436 -1.021 0.720
C -2.945 -1.983 1.445
O -1.790 -2.079 1.791
C -4.010 -2.995 1.880
F -5.216 -2.587 1.525
F -3.768 -4.192 1.334
F -3.961 -3.166 3.203
H -2.711 -0.390 -2.116
H -2.205 -1.883 -1.290
H -1.050 -0.605 -1.519
H -3.146 0.697 -0.231
H -1.723 0.239 0.633
C 1.574 -0.177 -6.314
C 1.324 -0.752 -4.935
O 0.665 0.277 -4.140
C 1.318 0.771 -3.116
O 2.407 0.478 -2.727
C 0.576 1.903 -2.376
F 1.332 2.991 -2.385
F -0.556 2.266 -2.954
F 0.362 1.546 -1.109
H 0.642 0.102 -6.807
H 2.080 -0.985 -6.845
H 2.157 0.741 -6.362
H 2.240 -1.066 -4.438
H 0.612 -1.573 -4.979
C 1.953 2.255 1.600
C 2.336 1.152 2.583
O 1.420 1.236 3.661
C 1.726 0.991 4.923
O 2.790 0.639 5.326
C 0.476 0.994 5.872
F 0.644 1.964 6.752
F -0.657 1.216 5.210
F 0.409 -0.175 6.473
H 2.346 3.256 1.761
H 0.867 2.355 1.593
H 2.277 1.906 0.618
H 3.362 1.208 2.953
H 2.207 0.163 2.130

(7)
2 unconnected molecules or ions with the total composition C12H16IN at a distorted geometry. Source: the Open Molecules 2025 dataset; level of theory: ωB97M-V/def2-TZVPD.

Summary:
* orbital gap (alpha / beta): 5.7 / 8.2 eV
* ΔE to the lowest compared entry with this formula, charge and spin: 506.8 kJ/mol
* M: 301.17 g mol⁻¹
* E_tot: -819.059517 Ha
* highest occupied orbital energy (alpha / beta): -7.14 / -7.90 eV

CARTESIAN COORDINATES (ANGSTROEM)
C -1.052 3.685 0.306
C -0.254 3.106 -0.659
C -2.012 2.904 0.947
C -0.477 1.798 -1.088
C -2.224 1.618 0.521
C -1.467 1.024 -0.565
C 1.002 -2.309 -0.344
C 1.595 -0.878 -0.249
C 0.420 -1.245 0.532
C 0.308 -2.852 -1.591
C 3.037 -0.853 0.241
C -0.372 -0.881 1.728
N -1.543 -0.252 -0.961
I -3.034 -1.424 -0.323
H -0.810 4.583 0.705
H 0.578 3.509 -1.096
H -2.488 3.359 1.829
H 0.179 1.419 -1.730
H -2.884 1.054 1.146
H 1.765 -3.072 0.197
H 1.242 -0.373 -1.159
H -0.735 -2.312 -1.806
H 0.003 -3.867 -1.558
H 1.091 -2.784 -2.382
H 3.233 0.115 0.514
H 3.653 -1.204 -0.467
H 3.031 -1.346 1.204
H 0.098 -0.034 2.062
H -0.485 -1.720 2.562
H -1.399 -0.766 1.485

(8)
2 unconnected molecules or ions with the total composition C12H16N2 at a distorted geometry. Source: the Open Molecules 2025 dataset; level of theory: ωB97M-V/def2-TZVPD.

Summary:
* orbital gap: 9.5 eV
* ΔE to the lowest compared entry with this formula, charge and spin: 271.5 kJ/mol
* M: 188.27 g mol⁻¹
* E_tot: -576.276594 Ha
* SMILES: CCc1c[nH]cn1.Cc1ccccc1
* highest occupied orbital energy: -8.52 eV

CARTESIAN COORDINATES (ANGSTROEM)
C 2.646 -0.881 -2.154
C 3.785 -1.198 0.104
C 3.075 -0.394 -0.800
C 4.010 -0.690 1.474
C 2.661 0.869 -0.435
C 3.778 0.660 1.785
C 3.136 1.441 0.773
H 4.270 -2.037 -0.180
H 4.303 -1.341 2.270
H 1.555 -1.114 -2.254
H 3.106 -1.942 -2.380
H 1.900 1.454 -1.069
H 4.098 1.063 2.795
H 2.974 2.500 1.024
H 2.933 -0.053 -2.861
C -3.554 1.019 -0.932
C -4.388 1.984 -0.027
C -2.881 -0.087 -0.082
C -3.659 -1.020 0.617
C -1.341 -1.410 0.783
N -1.502 -0.261 0.070
N -2.622 -1.950 1.115
H -4.202 0.552 -1.785
H -2.945 1.643 -1.649
H -5.356 1.558 0.174
H -4.743 -0.998 0.752
H -0.302 -1.661 0.884
H -2.770 -2.753 1.702
H -4.277 2.912 -0.560
H -3.687 2.136 0.846

(9)
2 unconnected molecules or ions with the total composition C12H16N2 at a distorted geometry. Source: the Open Molecules 2025 dataset; level of theory: ωB97M-V/def2-TZVPD.

Summary:
* orbital gap: 9.5 eV
* ΔE to the lowest compared entry with this formula, charge and spin: 249.2 kJ/mol
* M: 188.27 g mol⁻¹
* E_tot: -576.285066 Ha
* SMILES: Cc1c[nH]cn1.CCc1ccccc1
* highest occupied orbital energy: -8.69 eV

CARTESIAN COORDINATES (ANGSTROEM)
C -1.678 -0.352 -0.353
C -2.480 -1.372 -1.074
C -0.742 -0.890 0.732
C 0.034 -0.061 1.544
C -0.928 -2.161 1.101
C 0.846 -0.584 2.556
C -0.044 -2.724 2.072
C 0.958 -1.976 2.688
H -1.036 0.419 -0.910
H -2.310 0.458 0.116
H -3.098 -0.722 -1.842
H 0.074 1.083 1.536
H -1.794 -2.751 0.698
H 1.241 0.084 3.288
H -0.091 -3.722 2.286
H 1.717 -2.288 3.325
H -3.199 -1.912 -0.455
H -1.878 -1.965 -1.755
C 2.125 1.820 0.375
C 0.492 2.450 -1.431
C 1.375 1.620 -0.938
C 1.023 0.952 -2.959
N 0.253 2.199 -2.777
N 1.604 0.596 -1.839
H -0.122 3.277 -0.915
H -0.585 2.440 -3.256
H 2.638 0.883 0.609
H 1.706 2.161 1.286
H 0.970 0.552 -3.891
H 2.932 2.486 0.184

(10)
2 unconnected molecules or ions with the total composition C12H16N2 at a distorted geometry. Source: the Open Molecules 2025 dataset; level of theory: ωB97M-V/def2-TZVPD.

Summary:
* orbital gap: 9.4 eV
* ΔE to the lowest compared entry with this formula, charge and spin: 53.3 kJ/mol
* M: 188.27 g mol⁻¹
* E_tot: -576.359707 Ha
* SMILES: Cc1c[nH]cn1.CCc1ccccc1
* highest occupied orbital energy: -8.60 eV

CARTESIAN COORDINATES (ANGSTROEM)
C -1.366 0.976 -1.137
C -2.040 1.535 -2.393
C 0.145 0.825 -1.257
C 0.650 -0.050 -2.210
C 1.014 1.364 -0.312
C 2.019 -0.304 -2.283
C 2.384 1.168 -0.406
C 2.881 0.379 -1.440
H -1.621 1.614 -0.291
H -1.689 -0.034 -0.872
H -2.329 2.586 -2.326
H 0.006 -0.573 -2.914
H 0.639 1.996 0.479
H 2.462 -1.046 -2.929
H 3.101 1.614 0.271
H 3.960 0.248 -1.486
H -2.906 0.940 -2.668
H -1.369 1.521 -3.255
C 1.317 -1.172 2.828
C -0.902 -2.214 2.061
C -0.117 -1.165 2.444
C -1.975 -0.316 1.840
N -2.092 -1.645 1.650
N -0.796 0.021 2.287
H -0.814 -3.279 2.195
H -2.995 -2.051 1.472
H 1.572 -1.885 3.605
H 1.493 -0.242 3.381
H -2.717 0.436 1.605
H 2.087 -1.248 2.063

(11)
2 unconnected molecules or ions with the total composition C12H16N2O at a distorted geometry. Source: the Open Molecules 2025 dataset; level of theory: ωB97M-V/def2-TZVPD.

Summary:
* orbital gap: 8.6 eV
* ΔE to the lowest compared entry with this formula, charge and spin: 39.6 kJ/mol
* M: 204.27 g mol⁻¹
* E_tot: -651.628505 Ha
* SMILES: Cc1c[nH]c2ccccc12.CCC(N)=O
* highest occupied orbital energy: -7.77 eV

CARTESIAN COORDINATES (ANGSTROEM)
C -0.428 -2.995 -0.738
C 0.738 -0.743 -1.411
C -0.359 -1.680 -1.427
C 0.242 0.497 -1.872
C -1.414 -0.993 -1.926
C 2.007 -0.740 -0.827
C 0.953 1.680 -1.809
C 2.719 0.448 -0.762
C 2.252 1.649 -1.325
N -1.066 0.299 -2.275
H 2.502 -1.647 -0.502
H 0.496 -3.293 -0.242
H -0.706 -3.869 -1.336
H -2.419 -1.343 -2.081
H -1.792 1.002 -2.242
H 0.525 2.634 -2.121
H 3.781 0.414 -0.516
H 2.928 2.486 -1.331
H -1.117 -2.924 0.094
C -1.625 0.986 2.363
C -0.897 2.127 1.637
C -1.017 -0.351 2.086
O -1.662 -1.290 1.654
N 0.255 -0.561 2.546
H -1.786 1.166 3.430
H -2.642 1.001 1.994
H -0.034 2.596 2.111
H -1.590 2.874 1.271
H 0.664 -1.417 2.202
H 0.909 0.200 2.647
H -0.419 1.784 0.707

(12)
A molecular structure, C12H16N2O at a distorted geometry. Source: the Open Molecules 2025 dataset; level of theory: ωB97M-V/def2-TZVPD.

Summary:
* orbital gap: 7.8 eV
* ΔE to the lowest compared entry with this formula, charge and spin: 1074.9 kJ/mol
* M: 204.27 g mol⁻¹
* E_tot: -651.234192 Ha
* highest occupied orbital energy: -7.39 eV

CARTESIAN COORDINATES (ANGSTROEM)
C -3.502 -1.897 0.088
C -2.681 -0.819 1.011
C -2.767 0.660 0.263
C -1.864 0.586 -0.945
C 1.306 -0.962 -0.472
C 2.162 -2.136 -0.238
C 3.529 -1.963 -0.031
C 3.929 -0.717 0.244
C 3.173 0.486 0.521
C 1.746 0.358 -0.013
C 0.538 1.099 -0.301
C 1.101 3.374 0.082
H -4.394 -2.461 0.907
H -4.168 -1.142 -1.033
H -2.524 -2.871 -0.223
H -1.650 -1.311 1.429
H -3.164 -0.826 1.895
H -3.879 0.854 -0.130
H -2.407 1.307 1.093
H -1.857 1.584 -1.459
H -2.316 -0.173 -1.720
H 1.787 -2.987 -0.581
H 4.454 -2.668 -0.146
H 4.935 -0.793 0.491
H 3.743 1.476 0.685
H 2.127 2.809 0.764
H 0.905 4.411 0.284
H 1.808 3.297 -0.900
N -0.322 0.247 -0.781
N 0.125 -1.164 -0.717
O 0.129 2.342 -0.066

Q: Look up the M of the fifth one.
A: 609.45 g mol⁻¹

Q: The highest M belongs to which entry?
A: C12H16F5N8OPdSTe